A structure of composition C9H24Br3NbO2P in a non-equilibrium geometry. Source: the Open Molecules 2025 dataset; level of theory: the ωB97M-V functional and the def2-TZVPD basis.

Computed properties:
Charge: -1
Lowest unoccupied orbital energy (eV): 2.196
Electronic energy (eV): -234779.08123
HOMO energy (hartree): -0.1651
Orbital gap (eV): 6.7

Last column: Mulliken charge in e.
Element x y z (Å)
C  4.12320  -0.18397  -1.36902  -0.700
O  4.55733  -1.24479  -0.54548  -0.437
C  3.76183  -1.48340  0.60234  -0.586
C  2.50239  -2.36770  0.41499  -0.198
C  2.20314  -2.90017  -0.99422  -0.867
C  0.81239  -2.51878  -1.51245  -0.483
C  0.69737  -1.08004  -2.02092  0.441
C  -0.75384  -0.54921  -1.95031  -1.521
Nb  -1.49591  0.27776  0.00673  -0.991
P  -3.26084  -1.55852  0.48513  0.257
O  -4.21186  -1.04475  1.72858  -0.479
Br  -2.32001  -3.44652  1.35543  -0.325
H  4.99230  0.42431  -1.62932  0.260
H  3.66348  -0.55154  -2.28953  0.237
H  3.39438  0.45555  -0.86518  0.318
H  3.46339  -0.51907  1.02965  0.356
H  4.41914  -1.94310  1.34156  0.341
H  1.63630  -1.82321  0.79350  -0.084
H  2.61542  -3.22391  1.08263  0.435
H  2.95395  -2.60851  -1.73023  0.423
H  2.22818  -3.99269  -0.96162  0.364
H  0.04979  -2.68823  -0.74904  0.035
H  0.59155  -3.18862  -2.35080  0.397
H  1.35777  -0.42113  -1.45863  -0.102
H  1.01358  -1.07750  -3.07261  0.279
H  -1.40858  -1.36850  -2.27475  0.409
H  -0.83036  0.29680  -2.64448  0.469
H  -2.75783  1.42828  -0.75236  0.011
H  -1.71619  0.77258  1.76716  -0.049
H  -0.32110  -0.88124  0.78636  0.272
H  -0.10715  1.45904  0.08310  0.036
H  -3.66169  -0.69413  2.44173  0.309
Br  -2.73677  2.60411  1.95314  0.260
C  -3.55630  4.34530  2.53358  -0.784
C  -3.77291  5.32389  1.41037  -0.536
Br  -2.10360  6.15200  0.83433  -0.166
H  -2.90084  4.74178  3.30360  0.353
H  -4.51632  4.07399  2.97178  0.341
H  -4.40722  6.15477  1.71446  0.346
H  -4.19752  4.84906  0.53076  0.360

Force components x, y, z for each atom (eV/Å):
0.0519 0.0771 -0.0203
0.0581 -0.0931 0.0369
-0.2480 0.1453 0.1622
0.2429 0.0425 0.0849
-0.4297 -0.2694 -0.0223
0.1680 0.0845 -0.2904
-0.4534 -0.1553 -0.1452
1.1918 -0.5544 0.9913
-0.1128 1.2251 -2.6063
0.2353 0.0086 0.4635
-0.0463 -0.1506 0.1647
-0.0631 -0.0256 -0.0180
0.0202 -0.0082 -0.0350
-0.0281 -0.0353 0.0006
0.0046 -0.0020 0.0577
-0.0320 0.0356 -0.0532
0.1453 -0.0662 -0.1387
-0.0496 0.0677 -0.1253
-0.0247 -0.0174 0.0162
0.1126 0.0830 0.1123
0.1626 -0.0147 -0.0109
0.0987 -0.0601 0.1165
-0.2065 -0.0142 0.0384
0.0362 0.0224 -0.0074
0.3150 0.1165 0.0625
-0.2706 0.2062 -0.1036
-0.4151 0.1088 0.0914
-0.5645 -0.1813 -0.2003
0.7098 -1.1047 0.0882
-0.1953 -0.1326 0.0693
0.0076 -0.3902 0.6616
-0.0469 0.1354 -0.0904
-0.4847 1.4261 0.9476
0.0286 -0.4577 -0.2488
0.0709 0.0107 -0.0509
-0.0162 -0.0332 -0.0306
-0.0123 0.0172 -0.0059
0.0090 0.0066 -0.0146
0.0073 -0.0314 0.0528
0.0235 -0.0219 -0.0004

A cluster of 3 separate species, C9H24N3OP in total in a non-equilibrium geometry. Source: the Open Molecules 2025 dataset; level of theory: the ωB97M-V functional and the def2-TZVPD basis.

Computed properties:
Structure (SMILES): CC(C)/N=P/NC(C)C.CC(C)=N.O
Energy relative to the best compared isomer or geometry (same formula, charge and spin) (kJ/mol): 229.9
Lowest unoccupied orbital energy (eV): 0.614
Electronic energy (eV): -25526.58280
HOMO energy (hartree): -0.3052
Orbital gap (eV): 8.9

Last column: Mulliken charge in e.
Element x y z (Å)
C  -2.27998  0.79693  -1.82158  -1.108
C  -1.53692  -0.53646  -2.07720  0.338
C  -1.08908  -0.82270  -3.49716  -1.428
N  -0.34600  -0.72010  -1.27645  0.091
P  -0.21774  -1.40595  0.08309  -0.422
N  1.40445  -1.32162  0.45732  -0.167
C  2.47684  -0.69048  -0.39446  0.584
C  3.42364  -1.73817  -0.85758  -1.586
C  3.21938  0.18982  0.52735  -1.755
H  -1.65123  1.69147  -1.86663  0.294
H  -3.15771  0.80108  -2.55285  0.374
H  -2.56469  0.65209  -0.81630  0.199
H  -2.28186  -1.34071  -1.77885  0.275
H  -1.07842  -1.76623  -3.75885  0.436
H  -0.03934  -0.48640  -3.62304  0.276
H  -1.80873  -0.29649  -4.15722  0.345
H  1.92294  -2.16533  0.64102  0.269
H  1.95680  -0.10392  -1.10365  0.507
H  4.21946  -1.21153  -1.38191  0.445
H  3.87515  -2.28734  -0.10633  0.478
H  2.90935  -2.37670  -1.72136  0.267
H  3.96000  0.72260  0.01441  0.452
H  3.74756  -0.33324  1.20698  0.394
H  2.54919  0.85056  0.94784  0.446
C  -2.75267  1.81166  2.90659  -1.219
C  -1.80347  2.36347  1.79320  0.829
C  -2.31118  3.58179  1.04015  -1.296
N  -0.65330  1.86583  1.40288  -0.501
H  -3.32263  0.97385  2.62918  0.324
H  -2.06384  1.38411  3.67553  0.335
H  -3.47697  2.55163  3.28732  0.332
H  -1.42536  3.83541  0.41660  0.318
H  -2.58921  4.38132  1.72332  0.420
H  -3.13596  3.44606  0.42043  0.305
H  -0.38946  1.02602  1.90741  0.160
O  1.75313  -4.33513  2.36096  -0.624
H  1.95657  -4.30540  3.28573  0.306
H  2.60131  -4.68180  2.06412  0.309

Force components x, y, z for each atom (eV/Å):
0.1932 -1.0155 -1.7977
-0.2783 -1.3286 0.5480
-0.2650 5.5363 0.3414
0.0693 1.0325 -0.4773
0.0418 -0.9556 0.6752
1.3547 -0.0787 -0.9238
-1.0848 -0.3249 1.8654
-1.6994 0.0680 -5.3163
-0.4979 1.0118 -1.9257
-0.0790 -0.1908 -0.3338
1.0452 0.3940 1.1931
-0.9498 0.4406 1.1968
0.3990 0.7413 -0.3956
-0.1991 -5.0657 -0.9434
-0.7570 0.3425 -0.1203
0.6920 -0.1874 -0.1353
-1.2046 -0.8205 1.3583
-0.1135 0.2781 -1.3539
0.2807 -0.0787 -0.0721
0.5537 -1.3577 1.6283
1.1509 0.7893 2.0697
1.0791 1.1615 -1.0637
1.3941 -1.9531 2.7700
-1.2131 1.5690 1.2717
2.3234 0.7005 0.4204
0.3475 -1.1694 -0.6856
2.9402 0.1231 0.7992
-2.5475 1.2726 0.8014
-0.7617 -1.1211 -1.0359
-0.7455 0.6761 -0.0446
0.7134 -0.1234 0.0066
-0.8207 0.4171 0.2756
0.2405 0.1632 0.1258
-1.5235 -0.8010 -1.0567
-0.1127 -0.1599 0.3929
0.5262 -0.1801 -0.5343
-0.4191 0.3060 1.1385
-0.0726 -0.1113 -0.6622

A cluster of 7 separate species, C9H24N6O13 in total in a non-equilibrium geometry. Source: the Open Molecules 2025 dataset; level of theory: the ωB97M-V functional and the def2-TZVPD basis.

Computed properties:
Structure (SMILES): C[N+](=O)[O-].C[N+](=O)[O-].C[N+](=O)[O-].C[N+](=O)[O-].C[N+](=O)[O-].C[N+](=O)[O-].CC(C)=O
Lowest unoccupied orbital energy (eV): -0.111
Electronic energy (eV): -45262.97311
HOMO energy (hartree): -0.3537
Orbital gap (eV): 9.5

Last column: Mulliken charge in e.
Element x y z (Å)
C  -1.35738  5.29734  1.62870  -0.748
N  -1.44880  4.80177  0.28029  0.898
O  -2.46826  4.89400  -0.37209  -0.529
O  -0.39964  4.29651  -0.19555  -0.515
H  -0.90580  4.50299  2.21186  0.288
H  -2.35385  5.63017  1.94858  0.288
H  -0.85406  6.22900  1.53453  0.323
C  -2.77763  0.67268  4.54106  -0.722
N  -2.18844  1.97068  4.21651  0.867
O  -2.06343  2.76843  5.12105  -0.572
O  -1.88640  2.17075  3.05582  -0.435
H  -3.71682  0.54482  3.90572  0.251
H  -2.92866  0.66155  5.63707  0.318
H  -1.99243  -0.03281  4.29218  0.276
C  3.08808  -1.82944  -2.10448  -0.800
N  3.31062  -1.00803  -0.84772  0.961
O  2.44911  -0.21906  -0.50869  -0.489
O  4.35710  -1.15208  -0.29187  -0.564
H  2.15644  -1.49963  -2.47363  0.289
H  3.19528  -2.86678  -1.86292  0.296
H  3.90606  -1.56752  -2.76538  0.282
C  -0.44756  1.24062  -0.22253  -0.667
N  -0.82551  -0.18227  -0.48147  0.893
O  -1.15871  -0.88732  0.45718  -0.613
O  -0.75219  -0.52521  -1.62052  -0.462
H  0.65278  1.31502  -0.17720  0.313
H  -0.93788  1.53162  0.67718  0.130
H  -0.89055  1.84093  -1.04127  0.344
C  0.18807  -3.74384  -0.10348  -0.344
N  1.65689  -3.93139  -0.37996  0.934
O  2.42139  -3.41710  0.41433  -0.530
O  1.88710  -4.57850  -1.38375  -0.545
H  0.07978  -2.65722  -0.13577  -0.057
H  0.11474  -4.00577  0.96529  0.279
H  -0.40554  -4.36767  -0.74009  0.286
C  1.96098  -0.44929  2.58105  -0.379
N  1.38230  0.64541  3.33694  0.958
O  0.44044  0.37867  4.09386  -0.569
O  1.90021  1.73214  3.18541  -0.535
H  1.59227  -0.55875  1.53081  -0.104
H  1.74469  -1.34204  3.15343  0.326
H  3.07367  -0.24177  2.43072  0.284
C  -1.04899  0.05447  -4.59089  -1.029
C  -0.33566  -1.28401  -4.62501  0.989
C  -1.01582  -2.44824  -4.03132  -1.028
O  0.84821  -1.26993  -4.91600  -0.594
H  -0.31081  0.83182  -4.31596  0.266
H  -1.82836  -0.03243  -3.88950  0.242
H  -1.45523  0.29142  -5.58033  0.394
H  -2.01233  -2.65523  -4.49774  0.380
H  -1.28587  -2.25740  -2.96761  0.154
H  -0.35360  -3.29206  -4.07682  0.324

Force components x, y, z for each atom (eV/Å):
-1.4708 0.4085 0.6595
1.5312 -1.5478 -2.9328
0.0476 0.1671 0.6386
-1.6374 0.8087 1.0928
0.1321 0.4003 0.3336
0.1467 -0.7859 0.0521
1.2479 0.4601 0.2341
-0.8957 -0.6214 0.1840
-0.1435 0.7711 0.0464
0.1582 0.0944 -0.1990
0.0687 0.1229 -0.1310
1.3899 0.0729 1.0111
-0.2857 -0.0312 -0.8185
-0.2030 -0.3303 -0.2462
1.0162 1.0002 0.7222
0.0011 -0.4826 -1.1316
-0.4925 0.0837 -0.0054
0.8444 -0.0752 0.6672
-1.0207 -0.0804 -0.6404
-0.1531 -0.3570 0.1746
-0.0042 0.1849 -0.1373
-0.3039 0.4062 -0.6733
0.3234 1.2016 1.3304
0.0630 0.0614 -0.1704
-0.0043 -1.0095 -1.3316
-0.6405 -0.0787 -0.0945
-0.0041 0.1321 0.8797
0.6446 -0.4362 0.3235
1.3428 0.6708 1.8343
-2.0546 -0.5288 -0.0079
0.3507 -0.4237 -0.7875
1.1855 0.2149 0.3973
-0.5948 -0.3301 -0.3875
-0.3314 -0.0316 -0.4877
-0.1660 0.0651 -0.3932
1.8882 -1.0078 -1.3682
-0.6056 0.4537 0.3451
0.8527 0.5398 -0.7162
-0.6252 0.0276 0.3423
-0.2441 0.4780 1.1255
0.2069 -0.2090 -0.1400
-1.5566 -0.3438 0.5321
0.8982 -0.0829 -1.0455
1.3056 1.9938 0.6581
-1.5595 -0.6983 0.3718
-0.4039 -0.8326 -0.1800
-0.5137 -0.4455 -0.1179
-1.1201 0.3626 0.8322
-0.0102 -0.0137 0.1326
0.8735 0.0604 0.0423
0.4374 0.1298 -0.7081
0.0887 -0.5886 -0.1118

Which of these has the lowest HOMO energy? C9H24N6O13

The lowest electronic energy belongs to which entry? C9H24Br3NbO2P